(1)
Density functional theory data (wB97M-V/def2-TZVPD) for one molecule with the formula C4H8O2.

XYZ file:
```
14
C4H8O2 (wB97M-V/def2-TZVPD)
C -1.704 -0.377 -0.407
C -0.247 0.077 -0.437
O -0.237 1.374 0.227
C 0.736 -0.741 0.403
C 1.919 0.188 0.588
O 2.747 0.357 -0.275
H -2.082 0.511 0.098
H -2.187 -0.497 -1.382
H -1.912 -1.254 0.218
H 0.153 0.171 -1.457
H -0.460 2.087 -0.385
H 1.064 -1.664 -0.088
H 0.271 -0.997 1.364
H 1.938 0.764 1.532
```

Its structure (SMILES) is C[C@@H](O)CC=O. The frontier orbital gap comes out at 10.48 eV. For the lowest unoccupied orbital energy, the calculation gives 0.86 eV. The value obtained for the energy above the lowest of the compared OMol25 structures with the same formula, charge and spin is 35.3 kcal/mol. The multiplicity is 1.

The molecule's Mulliken atomic charges, reported in e, are given here:
1. C -1.063
2. C 0.258
3. O -0.570
4. C -0.802
5. C 0.099
6. O -0.493
7. H 0.281
8. H 0.294
9. H 0.303
10. H 0.359
11. H 0.303
12. H 0.369
13. H 0.343
14. H 0.319

---

(2)
Density functional theory data (wB97M-V/def2-TZVPD) for H16O8 as an isolated structure.

XYZ file:
```
24
H16O8 (wB97M-V/def2-TZVPD)
H -0.997 -0.319 -0.800
H -1.267 1.002 -0.098
H -0.130 2.376 -3.692
H -1.335 3.302 -3.693
H 0.309 3.005 2.060
H 1.292 4.138 1.812
H 1.005 -0.451 -1.448
H 2.249 0.421 -1.455
H -2.936 0.602 2.621
H -2.505 0.899 4.048
H 2.305 -2.809 -2.021
H 3.054 -1.928 -1.035
H -0.317 -3.784 1.148
H -0.861 -4.111 2.529
H 0.453 -1.565 -0.063
H 1.146 -0.511 0.785
O -1.176 0.057 0.069
O -0.912 2.605 -4.207
O 0.429 3.807 1.539
O 1.875 -0.366 -1.043
O -2.248 1.044 3.131
O 2.194 -2.036 -1.456
O -0.719 -4.497 1.657
O 0.375 -0.648 0.222
```

The frontier orbital gap comes out at 7.52 eV. For the lowest unoccupied orbital energy, the calculation gives 0.12 eV. The value obtained for the energy above the lowest of the compared OMol25 structures with the same formula, charge and spin is 263.0 kcal/mol. The multiplicity is 1.

The molecule's Mulliken atomic charges, reported in e, are given here:
1. H 0.297
2. H 0.272
3. H 0.311
4. H 0.325
5. H 0.312
6. H 0.317
7. H 0.292
8. H 0.158
9. H 0.314
10. H 0.297
11. H 0.216
12. H 0.289
13. H 0.324
14. H 0.318
15. H 0.322
16. H 0.246
17. O -0.516
18. O -0.637
19. O -0.636
20. O -0.471
21. O -0.599
22. O -0.458
23. O -0.651
24. O -0.643

---

(3)
Density functional theory data (wB97M-V/def2-TZVPD) for one molecule with the formula C15H22O5.

XYZ file:
```
42
C15H22O5 (wB97M-V/def2-TZVPD)
C 4.079 2.320 -0.283
O 2.952 1.493 -0.084
C 1.961 2.067 0.724
C 0.719 1.177 0.600
C -0.434 1.643 1.501
O -0.983 2.868 1.065
C -1.564 0.611 1.485
C -1.215 -0.651 2.224
O -0.355 -0.730 3.066
C -2.077 -1.858 1.845
O -2.332 -1.945 0.469
C -1.190 -2.330 -0.282
C -1.443 -2.061 -1.740
C -2.631 -2.478 -2.325
C -2.875 -2.231 -3.664
C -1.931 -1.570 -4.431
C -0.745 -1.152 -3.853
C -0.503 -1.391 -2.511
O 2.390 2.267 2.045
C 2.777 1.092 2.743
H 4.784 1.737 -0.871
H 4.535 2.606 0.669
H 3.800 3.227 -0.831
H 1.739 3.091 0.370
H 1.006 0.161 0.867
H 0.397 1.190 -0.442
H -0.067 1.746 2.532
H -0.328 3.562 1.193
H -2.435 1.050 1.980
H -1.863 0.379 0.462
H -1.604 -2.773 2.230
H -3.052 -1.737 2.328
H -0.995 -3.404 -0.122
H -0.305 -1.774 0.055
H -3.364 -2.987 -1.718
H -3.803 -2.557 -4.110
H -2.120 -1.380 -5.477
H -0.007 -0.633 -4.447
H 0.423 -1.058 -2.063
H 3.419 0.465 2.119
H 1.909 0.513 3.071
H 3.333 1.436 3.613
```

Its structure (SMILES) is COC(C[C@@H](O)CC(=O)COCc1ccccc1)OC. The frontier orbital gap comes out at 10.17 eV. For the lowest unoccupied orbital energy, the calculation gives 0.80 eV. The value obtained for the energy above the lowest of the compared OMol25 structures with the same formula, charge and spin is 57.7 kcal/mol. The multiplicity is 1.

The molecule's Mulliken atomic charges, reported in e, are given here:
1. C -0.790
2. O -0.340
3. C -0.244
4. C -0.257
5. C 0.110
6. O -0.597
7. C -0.683
8. C 0.679
9. O -0.584
10. C -0.864
11. O -0.339
12. C -0.354
13. C 0.502
14. C -0.444
15. C -0.545
16. C -0.393
17. C -0.717
18. C -0.326
19. O -0.438
20. C -0.588
21. H 0.277
22. H 0.304
23. H 0.301
24. H 0.463
25. H 0.240
26. H 0.292
27. H 0.195
28. H 0.396
29. H 0.416
30. H 0.331
31. H 0.356
32. H 0.379
33. H 0.374
34. H 0.179
35. H 0.398
36. H 0.378
37. H 0.376
38. H 0.383
39. H 0.422
40. H 0.278
41. H 0.178
42. H 0.294

---

(4)
Density functional theory data (wB97M-V/def2-TZVPD) for Co2CuN4O12 as an isolated structure.

XYZ file:
```
19
Co2CuN4O12 (wB97M-V/def2-TZVPD)
Co 0.946 -3.152 -0.349
Co 3.947 -0.485 -0.360
Cu -0.327 1.476 1.481
N -0.174 2.413 -1.099
O -0.529 2.006 -0.062
O -0.569 3.589 -1.593
O 0.561 1.868 -1.934
N -1.734 -0.180 3.234
O -1.565 -0.358 4.467
O -2.875 0.160 3.091
O -0.898 -0.058 2.291
N 0.030 -1.227 -2.502
O 0.922 -1.878 -1.880
O 0.406 -0.353 -3.286
O -1.207 -1.378 -2.441
N 0.790 -0.609 0.313
O 1.968 -0.257 0.038
O -0.092 0.206 0.532
O 0.401 -1.784 0.060
```

The frontier orbital gap (alpha / beta) comes out at 6.66 / 5.02 eV. For the lowest unoccupied orbital energy (alpha / beta), the calculation gives -9.09 / -10.62 eV. As for the charge: +2. The multiplicity is 8.

The molecule's Mulliken atomic charges, reported in e, are given here:
1. Co 1.410
2. Co 0.850
3. Cu 1.286
4. N 1.085
5. O -0.746
6. O -0.193
7. O -0.416
8. N 0.957
9. O -0.216
10. O -0.246
11. O -0.413
12. N 1.133
13. O -0.603
14. O -0.513
15. O -0.557
16. N 1.230
17. O -0.756
18. O -0.494
19. O -0.800

---

(5)
Density functional theory data (wB97M-V/def2-TZVPD) for a 2-piece molecular cluster, C9H14BFO7 overall.

XYZ file:
```
32
C9H14BFO7 (wB97M-V/def2-TZVPD)
C 1.394 0.049 2.127
C 1.340 -0.601 1.125
C 1.053 -1.375 -0.102
C 0.460 -2.774 0.194
O 0.858 -3.199 1.498
C -0.289 -3.613 2.112
O -0.406 -4.423 2.948
O -1.360 -2.882 1.561
C -1.084 -2.902 0.196
F -1.283 -4.191 -0.286
O -1.793 -2.085 -0.599
B -2.817 -1.383 0.079
O -3.905 -2.100 0.528
O -2.705 -0.020 0.265
H 1.169 0.735 2.912
H 0.286 -0.817 -0.660
H 1.942 -1.415 -0.738
H 0.771 -3.466 -0.598
H -4.118 -1.860 1.436
H -2.875 0.175 1.194
C 2.204 3.307 -0.549
C 1.176 2.656 -1.462
C 0.348 3.699 -2.196
O 0.318 1.815 -0.693
H 1.712 3.918 0.213
H 2.784 2.547 -0.023
H 2.890 3.942 -1.114
H 1.683 2.014 -2.186
H -0.204 4.323 -1.487
H -0.390 3.218 -2.839
H 0.978 4.345 -2.810
H -0.137 2.365 -0.047
```

Its structure (SMILES) is C#CC[C@H]1OC(=O)O[C@@]1(F)OB(O)O.CC(C)O. The frontier orbital gap comes out at 10.08 eV. For the lowest unoccupied orbital energy, the calculation gives 0.06 eV. The multiplicity is 1.

The molecule's Mulliken atomic charges, reported in e, are given here:
1. C 0.013
2. C -0.616
3. C -0.592
4. C 0.129
5. O -0.345
6. C 0.518
7. O -0.472
8. O -0.414
9. C 0.971
10. F -0.358
11. O -0.496
12. B 0.708
13. O -0.512
14. O -0.452
15. H 0.406
16. H 0.230
17. H 0.457
18. H 0.287
19. H 0.274
20. H 0.262
21. C -1.263
22. C 0.425
23. C -1.396
24. O -0.377
25. H 0.320
26. H 0.311
27. H 0.391
28. H 0.253
29. H 0.359
30. H 0.334
31. H 0.387
32. H 0.259

---

(6)
Density functional theory data (wB97M-V/def2-TZVPD) for one molecule with the formula C4H7FN2S.

XYZ file:
```
15
C4H7FN2S (wB97M-V/def2-TZVPD)
C 2.013 -0.917 -0.864
C 1.430 0.086 -0.196
F 1.767 1.399 -0.350
C 0.315 -0.111 0.937
N 0.252 -1.428 1.272
C -0.902 0.339 0.320
N -1.235 1.690 0.438
S -1.866 -0.604 -0.718
H 1.672 -2.035 -0.629
H 2.662 -0.545 -1.760
H 0.609 0.657 1.728
H 1.215 -1.554 1.574
H -0.124 -1.905 0.499
H -1.868 1.931 -0.435
H -0.466 2.313 0.512
```

Its structure (SMILES) is C=C(F)[C@H](N)C(N)=S. The frontier orbital gap comes out at 8.82 eV. For the lowest unoccupied orbital energy, the calculation gives -0.01 eV. The value obtained for the energy above the lowest of the compared OMol25 structures with the same formula, charge and spin is 49.9 kcal/mol. The multiplicity is 1.

The molecule's Mulliken atomic charges, reported in e, are given here:
1. C -0.690
2. C 0.446
3. F -0.281
4. C 0.055
5. N -0.705
6. C 0.105
7. N -0.518
8. S -0.336
9. H 0.226
10. H 0.269
11. H 0.289
12. H 0.340
13. H 0.236
14. H 0.272
15. H 0.291

---

- The highest multiplicity belongs to which entry?
  Co2CuN4O12

---

- The highest multiplicity belongs to which entry?
  Co2CuN4O12